Formula: C20H28NO3Ti
Source: the Open Molecules 2025 dataset
Level of theory: ωB97M-V with the def2-TZVPD basis set

Geometry as XYZ:
```
53
Properties=species:S:1:pos:R:3
O -0.53 1.17 -2.33
C -1.04 0.47 -3.57
C 0.16 0.97 -4.36
H -1.99 0.97 -3.80
H -1.18 -0.61 -3.46
C 0.43 1.97 -3.19
H 0.02 1.33 -5.36
H 0.98 0.24 -4.37
C -0.08 3.39 -3.12
H -1.17 3.45 -3.08
H 0.32 4.02 -3.94
H 0.28 3.81 -2.17
C 1.89 2.03 -2.81
H 2.45 1.13 -3.08
H 2.00 2.26 -1.75
H 2.32 2.86 -3.39
Ti 0.01 0.27 -0.59
C 1.41 -1.34 0.18
C 0.27 -2.02 -0.36
C 0.26 -1.80 -1.77
H -0.42 -2.68 0.16
C 1.39 -1.00 -2.10
C 2.08 -0.66 -0.89
H 3.02 -0.10 -0.80
H 1.80 -1.45 1.19
H -0.46 -2.23 -2.47
H 1.81 -0.86 -3.09
C -0.62 0.82 1.73
C 0.84 0.97 1.38
C 1.02 2.03 0.48
H 1.62 0.49 1.97
C -0.29 2.48 0.06
C -1.27 1.69 0.69
H -2.35 1.78 0.59
H -0.86 1.16 2.76
H 1.97 2.46 0.18
H -0.48 3.38 -0.52
O -1.79 2.65 -4.98
C -1.16 3.56 -5.91
C -1.97 3.60 -7.21
H -0.09 3.31 -6.09
H -1.17 4.57 -5.50
C -3.14 2.63 -7.01
H -1.37 3.36 -8.09
H -2.37 4.61 -7.35
C -3.04 2.18 -5.54
H -3.05 1.77 -7.68
H -4.11 3.11 -7.21
H -3.11 1.09 -5.45
H -3.86 2.63 -4.95
O -0.35 -2.30 3.25
C -0.69 -1.52 2.43
N -1.07 -0.70 1.59
```

Properties
Total energy, Eh: -1908.632367
⟨S²⟩: 2.013
Energy relative to the best compared isomer or geometry (same formula, charge and spin), kJ/mol: 93.6
HOMO-LUMO gap (alpha / beta), eV: 3.0 / 3.4
E_HOMO (alpha / beta), eV: -0.63 / -1.10
2S+1: 3
Net charge: -1

***

Formula: C20H28NTi
Source: the Open Molecules 2025 dataset
Level of theory: ωB97M-V with the def2-TZVPD basis set

Geometry as XYZ:
```
50
Properties=species:S:1:pos:R:3
C 1.77 2.93 -0.14
H 1.77 3.28 0.90
H 2.41 3.64 -0.68
H 2.38 2.02 -0.10
C 0.35 2.73 -0.74
H 0.22 1.74 -1.28
H -0.41 2.68 0.06
C -0.11 3.84 -1.75
H -1.21 3.86 -1.83
H 0.24 4.86 -1.51
H 0.27 3.63 -2.76
C -0.98 -2.02 -1.34
C -1.40 -1.08 -2.38
C -0.19 -0.59 -3.05
C 0.94 -1.17 -2.36
C 0.47 -2.06 -1.32
C 1.35 -2.76 -0.36
C 2.36 -0.82 -2.62
C -0.08 0.42 -4.12
C -2.79 -0.62 -2.65
C -1.88 -2.78 -0.43
Ti -0.24 -0.14 -0.93
H 3.00 -1.06 -1.77
H 2.79 -1.34 -3.48
H 2.49 0.25 -2.81
H 2.29 -2.21 -0.21
H 0.89 -2.90 0.62
H 1.65 -3.75 -0.71
H -2.84 -2.27 -0.27
H -2.13 -3.77 -0.84
H -1.42 -2.96 0.55
H -2.81 0.41 -3.01
H -3.30 -1.22 -3.41
H -3.42 -0.66 -1.75
H 0.70 1.15 -3.90
H 0.19 0.00 -5.09
H -1.00 0.99 -4.27
N -0.34 -0.39 1.12
C -0.27 -0.46 2.29
C -0.23 -0.36 3.69
C -1.41 -0.14 4.43
C -1.34 0.07 5.81
C -0.10 0.04 6.45
C 1.07 -0.19 5.73
C 1.02 -0.39 4.35
H -2.38 -0.13 3.93
H -2.26 0.26 6.39
H -0.05 0.19 7.53
H 2.05 -0.19 6.24
H 1.93 -0.57 3.78
```

Properties
Total energy, Eh: -1682.527517
⟨S²⟩: 0.755
HOMO-LUMO gap (alpha / beta), eV: 7.9 / 8.2
E_HOMO (alpha / beta), eV: -15.58 / -15.58
2S+1: 2
Net charge: +2